# 1
Density functional theory data (ωB97M-V with the def2-TZVPD basis set) for C3H7NO2 in the gas phase.

Computed properties:
total charge = 0
E_LUMO = 0.79 eV
maximum force = 0.366 eV/Å
SMILES string = C[C@@H](O)C(N)=O

```
13
Properties=species:S:1:pos:R:3:forces:R:3
C 0.508 1.398 -0.711 0.0839 0.0419 -0.1154
C -0.444 0.419 -0.045 0.1085 0.1037 0.1877
O -1.240 -0.295 -0.980 0.1469 -0.0766 -0.2563
C 0.348 -0.529 0.854 0.1778 0.0504 0.1534
O 1.394 -0.181 1.377 -0.3283 -0.1610 -0.0102
N -0.213 -1.747 1.040 0.0492 -0.0749 0.0950
H 0.905 2.118 0.007 -0.1129 -0.0871 -0.0916
H -0.013 1.921 -1.517 0.0365 0.0577 0.1406
H 1.377 0.869 -1.127 -0.2422 0.0667 0.0410
H -1.165 0.928 0.608 0.1806 0.0629 -0.1266
H -0.663 -0.490 -1.730 -0.2041 -0.0944 0.0054
H -1.038 -2.039 0.542 0.1388 0.1730 0.0511
H 0.245 -2.371 1.683 -0.0347 -0.0623 -0.0743
```
Positions in Å, forces in eV/Å.

=====

# 2
Density functional theory data (ωB97M-V with the def2-TZVPD basis set) for C3H7NO2 in the gas phase in a non-equilibrium geometry.

Computed properties:
total charge = 0
E_LUMO = 0.61 eV
maximum force = 2.416 eV/Å
SMILES string = C[C@@H](O)C(N)=O

```
13
Properties=species:S:1:pos:R:3:forces:R:3
C 1.611 0.027 0.677 -0.0499 0.0064 -0.2110
C 0.163 0.468 0.452 -0.1041 -0.2109 -0.6750
O 0.016 1.725 -0.122 0.3877 0.4751 -0.5664
C -0.674 -0.681 -0.337 -0.8879 0.2383 2.2344
O -0.894 -1.467 0.561 -0.4482 -1.7045 -0.1285
N -1.519 -0.778 -1.462 0.2598 0.5449 0.3455
H 1.645 -0.976 1.117 -0.0880 0.1927 -0.1403
H 2.132 0.715 1.356 -0.2599 -0.0691 -0.2206
H 2.143 0.012 -0.279 0.1064 -0.0345 0.0628
H -0.311 0.556 1.450 -0.1017 -0.3847 -0.8417
H 0.360 1.615 -1.012 0.0712 0.5629 -0.2571
H -1.355 -0.713 -2.459 0.5224 0.4446 0.5462
H -2.341 -1.329 -1.219 0.5923 -0.0611 -0.1481
```
Positions in Å, forces in eV/Å.

=====

# 3
Density functional theory data (ωB97M-V with the def2-TZVPD basis set) for C3H7NO2 in the gas phase.

Computed properties:
total charge = 0
E_LUMO = 0.78 eV
maximum force = 0.546 eV/Å
SMILES string = C[C@@H](O)C(N)=O

```
13
Properties=species:S:1:pos:R:3:forces:R:3
C 0.109 -0.724 -1.518 -0.0213 -0.0429 -0.0418
C 0.241 0.215 -0.333 0.2404 -0.1360 -0.0676
O -0.529 1.401 -0.472 -0.2164 -0.0522 -0.1002
C -0.022 -0.486 1.009 0.1350 -0.3158 0.0457
O 0.233 -1.667 1.188 -0.0895 0.5351 -0.0601
N -0.492 0.344 1.973 0.0312 -0.0496 0.0575
H 0.682 -1.636 -1.334 -0.0681 0.1328 -0.0337
H 0.480 -0.231 -2.422 -0.0574 -0.0889 0.1307
H -0.934 -1.017 -1.683 0.0985 0.0531 0.0836
H 1.282 0.560 -0.275 -0.1130 -0.0532 0.0361
H -1.400 1.141 -0.803 0.1157 0.1168 0.0606
H -0.647 1.315 1.752 0.0251 -0.1474 0.0809
H -0.512 0.017 2.927 -0.0802 0.0481 -0.1918
```
Positions in Å, forces in eV/Å.

=====

# 4
Density functional theory data (ωB97M-V with the def2-TZVPD basis set) for C3H7NO2 in the gas phase in a non-equilibrium geometry.

Computed properties:
total charge = 0
E_LUMO = 0.51 eV
maximum force = 4.458 eV/Å
SMILES string = CCC[N+](=O)[O-]

```
13
Properties=species:S:1:pos:R:3:forces:R:3
C -0.597 -0.017 -0.772 -2.9163 0.1021 -2.4927
C 0.188 -0.622 0.339 1.1570 4.3053 0.0524
C 0.869 0.511 1.223 1.5765 -1.1482 -3.1595
N 0.986 -0.114 2.509 -1.8586 1.9794 0.2444
O 2.011 -0.634 2.756 2.2070 -1.6610 1.2617
O -0.024 -0.049 3.202 0.5412 -0.4682 0.2989
H -1.538 0.567 -0.368 2.0807 -0.7839 -0.5875
H -0.025 0.680 -1.539 -1.0768 -1.6134 1.6768
H -1.164 -0.893 -1.354 1.5147 1.8722 0.8087
H 0.931 -1.283 0.124 2.1877 -1.8118 -1.4634
H -0.382 -1.122 1.005 -2.5289 -1.5482 1.9320
H 1.863 0.898 0.784 -1.3895 -0.9956 1.0003
H 0.210 1.297 1.276 -1.4946 1.7714 0.4280
```
Positions in Å, forces in eV/Å.

=====

# 5
Density functional theory data (ωB97M-V with the def2-TZVPD basis set) for C3H7NO2 in the gas phase.

Computed properties:
total charge = 0
E_LUMO = 0.75 eV
maximum force = 0.834 eV/Å
SMILES string = CC(=O)NCO

```
13
Properties=species:S:1:pos:R:3:forces:R:3
O -2.062 -0.230 -0.693 -0.0340 -0.1622 -0.0478
C -0.886 -0.323 -0.407 0.0307 0.3651 -0.0250
N -0.383 0.387 0.654 0.0582 0.1928 0.4581
C 0.947 0.337 1.187 0.3194 -0.1351 -0.7582
O 1.934 0.933 0.365 0.5699 -0.1713 -0.0750
C 0.087 -1.129 -1.219 -0.4345 -0.5551 -0.4046
H -1.077 0.876 1.200 -0.0604 0.0241 -0.1824
H 1.302 -0.692 1.244 -0.1170 -0.0410 0.3444
H 0.949 0.784 2.180 -0.1354 0.0421 0.0438
H 1.662 1.694 -0.153 -0.5704 0.0970 0.3087
H -0.392 -2.071 -1.468 -0.1837 -0.1728 0.1562
H 1.026 -1.352 -0.734 0.2608 0.2561 -0.0709
H 0.214 -0.662 -2.199 0.2964 0.2603 0.2525
```
Positions in Å, forces in eV/Å.

=====

# 6
Density functional theory data (ωB97M-V with the def2-TZVPD basis set) for 2 unconnected molecules or ions with the total composition C3H7NO2 in a non-equilibrium geometry.

Computed properties:
total charge = 0
E_LUMO (spin up / spin down) = 0.23 / 0.48 eV
maximum force = 4.355 eV/Å

```
13
Properties=species:S:1:pos:R:3:forces:R:3
C -1.427 0.019 0.069 0.1860 0.2609 0.6610
C -1.979 -1.336 -0.351 -0.5168 1.2823 1.5970
C 1.659 1.323 -0.033 0.7767 3.8991 1.7776
N 1.135 0.132 -0.423 -0.9034 -3.0722 -0.8864
O -1.952 1.022 0.393 0.0290 -0.4763 -0.1974
O 1.746 -0.905 0.296 -0.7080 0.8700 0.2750
H -1.261 -1.693 -0.996 1.7280 -1.5979 -1.0206
H -2.824 -1.150 -0.948 -1.4554 0.3659 -0.6761
H -2.287 -1.988 0.486 0.6165 0.3679 -0.3250
H 0.966 2.137 -0.421 1.2634 -0.8039 0.0715
H 1.698 1.571 1.116 -0.0632 -0.8201 -1.4656
H 2.749 1.395 -0.382 -1.3854 0.2403 0.1975
H 1.777 -0.526 1.195 0.4325 -0.5160 -0.0083
```
Positions in Å, forces in eV/Å.

=====

# 7
Density functional theory data (ωB97M-V with the def2-TZVPD basis set) for C3H7NO2 in the gas phase.

Computed properties:
total charge = 0
E_LUMO = 0.82 eV
maximum force = 0.392 eV/Å
SMILES string = [H]/N=C(/O)CCO

```
13
Properties=species:S:1:pos:R:3:forces:R:3
N -0.847 -1.389 -0.847 0.0689 0.3617 0.1332
C -0.993 -0.157 -0.573 0.2014 -0.2394 0.0053
O -2.151 0.454 -0.892 -0.1525 -0.1665 -0.0669
C -0.048 0.822 0.081 0.0268 -0.0146 0.0436
C 1.330 0.276 0.433 0.0666 0.2150 -0.3073
O 1.346 -0.514 1.604 -0.2030 -0.2447 0.0253
H -2.704 -0.223 -1.318 0.0440 0.1214 0.0757
H 0.073 -1.735 -0.589 -0.0411 0.0500 -0.0500
H -0.528 1.192 0.994 0.0256 -0.0074 -0.1189
H 0.041 1.682 -0.592 0.0164 -0.1110 0.0658
H 1.752 -0.271 -0.426 -0.0521 0.0539 0.1270
H 2.001 1.114 0.635 -0.0913 -0.1060 -0.0230
H 0.730 -1.249 1.490 0.0901 0.0876 0.0901
```
Positions in Å, forces in eV/Å.

=====

# 8
Density functional theory data (ωB97M-V with the def2-TZVPD basis set) for C3H7NO2 in the gas phase in a non-equilibrium geometry.

Computed properties:
total charge = 0
E_LUMO = 0.74 eV
maximum force = 2.048 eV/Å
SMILES string = CNCC(=O)O

```
13
Properties=species:S:1:pos:R:3:forces:R:3
C -1.063 -1.351 -1.140 0.2930 -0.7491 0.4075
N 0.146 -0.792 -0.564 0.5326 1.0745 1.4256
C -0.023 0.570 0.003 -0.0510 -0.8135 -1.8785
C 1.080 0.891 0.958 -1.0029 -0.0208 0.9873
O 0.778 1.992 1.729 0.5607 0.2168 -1.0850
O 2.052 0.229 1.147 0.5848 -0.0033 -0.2476
H -1.961 -0.839 -0.812 -0.3049 0.3727 -0.2911
H -0.972 -1.443 -2.219 -0.2703 0.4312 -0.1504
H -1.195 -2.369 -0.786 0.0933 -0.2657 0.0751
H 0.479 -1.278 0.262 -0.0999 -0.8310 -0.4992
H 0.066 1.250 -0.855 -0.2048 0.3594 0.3915
H -1.014 0.687 0.449 0.0673 0.3438 0.2718
H 1.628 2.453 1.827 -0.1978 -0.1151 0.5930
```
Positions in Å, forces in eV/Å.

=====

| no. | energy (eV) |
| --- | --- |
| 1 | -8810.075 |
| 2 | -8808.534 |
| 3 | -8810.108 |
| 4 | -8805.779 |
| 5 | -8809.724 |
| 6 | -8804.312 |
| 7 | -8809.417 |
| 8 | -8809.208 |